C6H7N3O in the gas phase in a non-equilibrium geometry. Source: OMol25; level of theory: ωB97M-V/def2-TZVPD.

Structure (XYZ):
```
17
Properties=species:S:1:pos:R:3:forces:R:3:mulliken_charge:R:1
C -1.187 1.889 0.993 0.368 -0.460 -0.642 0.18
C -0.238 0.535 -2.103 1.486 -0.995 0.133 -0.32
C -0.825 1.059 -0.102 0.606 0.216 -1.849 0.10
C 0.000 -0.216 0.106 -0.641 1.348 -0.675 1.40
C 1.275 0.192 0.889 1.438 -1.691 0.855 -1.42
C -0.694 -1.486 0.601 -0.126 0.298 0.111 -1.36
N -1.247 2.496 1.957 -0.419 0.608 0.930 -0.43
N -0.817 1.489 -1.356 -1.272 -0.031 2.974 -0.54
N 0.340 -0.426 -1.418 -0.194 0.200 2.318 0.45
O 1.009 -1.411 -1.747 0.159 -0.216 -0.544 -0.68
H -0.017 0.636 -3.117 -0.054 0.073 -1.475 0.48
H 1.920 -0.752 0.918 -0.771 1.078 -0.142 0.38
H 1.191 0.468 2.044 -0.386 -0.140 -2.825 0.34
H 1.861 0.882 0.249 -0.394 0.125 0.888 0.38
H -0.929 -2.070 -0.289 0.156 -0.360 0.300 0.40
H -1.657 -1.289 1.106 0.631 0.071 -0.013 0.31
H 0.016 -1.997 1.270 -0.589 -0.123 -0.345 0.33
```
Positions in Å, forces in eV/Å.

SMILES: CC1(C)C(C#N)=NC=[N+]1[O-]
ΔE to the lowest compared entry with this formula, charge and spin: 3.338 eV

***

3 unconnected molecules or ions with the total composition C4H10N2O2. Source: OMol25; level of theory: ωB97M-V/def2-TZVPD.

Structure (XYZ):
```
18
Properties=species:S:1:pos:R:3:forces:R:3:mulliken_charge:R:1
C -3.497 1.523 0.582 -0.294 -0.482 -0.119 -1.10
C -2.048 1.191 0.646 -0.220 0.529 0.180 0.64
C -1.187 1.534 1.642 0.512 -0.331 0.714 -0.52
N 0.062 1.158 1.201 -0.024 -0.101 -0.313 -0.03
C -0.103 0.641 -0.035 -0.061 0.074 -0.062 -0.17
N -1.353 0.652 -0.404 -0.261 -0.112 -0.298 -0.59
H -4.003 1.424 1.544 0.151 0.059 0.018 0.31
H -3.633 2.530 0.221 -0.063 0.451 -0.038 0.24
H -4.017 0.883 -0.126 0.055 -0.195 -0.044 0.33
H -1.314 1.884 2.656 -0.176 0.148 -0.230 0.37
H 0.943 1.235 1.667 0.070 0.102 0.275 0.17
H 0.709 0.307 -0.644 0.339 -0.147 -0.076 0.35
H 0.248 -2.885 -2.945 -0.032 0.711 0.210 0.32
H 0.909 -1.460 -2.605 -0.702 -0.065 0.004 0.33
O 1.058 -2.364 -2.879 0.698 -0.633 -0.216 -0.65
H 5.039 -2.862 0.182 0.084 0.099 -0.061 0.32
H 6.342 -2.288 -0.418 -0.137 0.006 0.063 0.32
O 5.845 -3.102 -0.286 0.059 -0.114 -0.008 -0.63
```
Positions in Å, forces in eV/Å.

SMILES: Cc1c[nH]cn1.O.O
ΔE to the lowest compared entry with this formula, charge and spin: 1.682 eV

***

C4H8N2 in the gas phase in a non-equilibrium geometry. Source: OMol25; level of theory: ωB97M-V/def2-TZVPD.

Structure (XYZ):
```
14
Properties=species:S:1:pos:R:3:forces:R:3:mulliken_charge:R:1
C 0.088 1.196 0.746 -0.775 -0.736 -1.662 -0.74
C 0.073 1.088 -0.826 -2.720 0.285 2.506 -0.85
C -0.100 -0.168 0.075 1.120 0.586 -1.492 0.80
C 1.009 -1.200 0.037 1.655 1.658 2.355 -1.24
N -2.488 -0.150 -0.032 -1.649 1.035 0.055 -0.89
N -1.474 -0.752 0.004 1.242 -0.915 0.210 0.44
H 1.064 1.527 1.146 -1.010 -0.577 0.340 0.28
H -0.922 1.522 1.095 1.323 0.189 0.172 0.34
H 0.952 1.366 -1.368 0.311 -0.333 -0.210 0.31
H 1.172 -1.845 -0.795 -0.332 -0.022 -1.075 0.34
H 1.156 -1.854 0.935 -0.713 0.622 -0.395 0.32
H 1.856 -0.458 0.146 -0.154 -1.315 -0.484 0.28
H -0.929 1.536 -1.104 1.393 -0.858 -0.417 0.32
H -1.455 -1.809 -0.061 0.309 0.380 0.095 0.27
```
Positions in Å, forces in eV/Å.

ΔE to the lowest compared entry with this formula, charge and spin: 3.771 eV

***

A gas-phase ion, C21H42N7O12 (charge +1) in a non-equilibrium geometry. Source: OMol25; level of theory: ωB97M-V/def2-TZVPD.

Structure (XYZ):
```
82
Properties=species:S:1:pos:R:3:forces:R:3:mulliken_charge:R:1
C -0.803 -5.873 -1.415 0.053 -0.009 -0.015 -0.91
N -1.394 -5.326 -0.206 0.037 -0.013 0.196 -0.19
H -0.672 -5.190 0.494 -0.143 0.005 0.013 0.33
C -2.169 -4.123 -0.366 0.138 0.528 0.268 -0.49
C -1.367 -2.867 -0.777 -0.039 -0.596 -0.456 -0.40
O -0.424 -2.587 0.250 -0.211 -0.071 0.013 0.46
C 0.833 -2.100 -0.138 0.728 0.081 0.051 -0.47
H 0.877 -1.982 -1.228 0.007 -0.048 0.098 0.20
C 1.188 -0.740 0.494 -0.564 -0.260 -0.041 -0.25
O 1.065 0.236 -0.494 0.078 0.087 -0.073 -0.38
C 0.924 1.585 -0.051 0.198 0.246 0.027 0.51
C 0.935 2.432 -1.331 -0.075 0.107 0.597 -2.09
H 1.941 2.371 -1.753 -0.118 -0.029 -0.005 0.36
N 0.059 1.859 -2.345 0.105 -0.097 -0.293 -0.04
H -0.837 7.089 0.793 0.071 0.084 0.051 0.22
C -1.257 1.609 -2.187 -0.094 0.039 -0.509 0.48
N -1.994 2.367 -1.415 -0.022 0.090 0.345 -0.18
H -2.980 2.175 -1.344 -0.040 -0.099 -0.053 0.32
N -1.823 0.649 -2.931 -0.042 -0.016 -0.094 -0.40
H -2.766 0.378 -2.671 0.085 -0.033 -0.019 0.27
H -1.252 -0.055 -3.365 0.037 0.024 0.098 0.19
H 0.538 1.185 -2.923 -0.123 0.051 0.041 0.47
C 0.657 3.911 -0.957 0.775 -0.004 -0.638 0.88
O -0.508 4.051 -0.240 -0.472 0.070 0.370 -1.01
H -1.512 3.154 -0.868 -0.114 -0.093 -0.087 0.17
H 0.621 4.499 -1.893 0.116 -0.119 0.074 0.29
C 1.906 4.352 -0.144 -0.353 -0.531 0.228 -0.96
N 2.024 5.786 0.097 0.335 0.160 0.081 -0.14
C 1.101 6.653 0.544 0.106 0.308 -0.117 0.60
N -0.179 6.425 0.423 -0.258 -0.254 -0.015 -0.31
H -0.492 5.400 0.126 -0.004 0.218 -0.017 0.15
N 1.552 7.823 1.038 -0.007 0.086 0.080 -0.39
H 0.905 8.540 1.314 0.046 -0.033 -0.031 0.20
H 2.532 8.022 1.124 -0.040 -0.029 0.011 0.17
H 2.979 6.062 0.273 -0.120 0.061 -0.032 0.36
H 2.799 4.081 -0.714 -0.082 0.067 0.006 0.46
C 1.946 3.562 1.184 0.544 -0.294 -0.354 -0.40
H 2.847 3.839 1.746 -0.032 -0.062 -0.142 0.69
O 0.857 3.854 2.002 -0.498 0.035 0.172 -0.72
H 0.066 3.839 1.418 0.210 -0.008 0.165 0.61
C 2.067 2.053 0.873 -0.512 -0.032 0.279 0.01
O 3.318 1.829 0.278 0.310 -0.012 -0.211 -0.66
H 3.467 0.872 0.305 -0.035 0.114 0.044 0.51
H 1.993 1.516 1.829 -0.015 0.131 -0.073 0.38
H -0.033 1.689 0.479 0.116 -0.008 -0.078 0.23
H 0.543 -0.509 1.354 0.092 0.044 -0.096 0.49
O 2.513 -0.842 0.957 0.239 0.111 0.262 -0.66
C 3.144 -1.964 0.340 0.029 -0.563 -0.234 0.07
C 4.398 -2.337 1.109 -0.390 0.260 -0.263 -1.89
H 4.179 -2.487 2.163 -0.021 -0.051 0.152 0.35
H 5.121 -1.530 1.032 0.139 0.008 0.030 0.48
H 4.834 -3.235 0.678 0.094 -0.085 -0.037 0.39
H 3.411 -1.717 -0.700 -0.024 -0.038 0.085 0.38
C 2.010 -3.018 0.277 -0.211 0.468 0.323 1.44
C 1.742 -3.686 1.643 -0.386 0.433 -0.280 -0.89
H 1.925 -2.974 2.453 -0.014 -0.040 0.019 0.43
O 2.490 -4.866 1.772 0.392 -0.397 0.122 -0.65
H 3.396 -4.657 2.029 -0.054 -0.024 0.025 0.44
H 0.692 -3.988 1.685 0.162 0.068 0.064 0.12
O 2.234 -3.994 -0.698 -0.031 -0.299 -0.095 -0.66
H 2.440 -4.822 -0.227 0.036 0.204 -0.108 0.60
O -2.191 -1.768 -1.032 -0.039 0.132 0.071 -0.31
C -3.431 -1.717 -0.310 -0.237 0.286 0.429 0.14
C -3.841 -0.247 -0.189 0.259 -0.661 0.448 -0.82
O -4.221 0.331 -1.422 -0.230 0.099 -0.528 -0.63
H -5.023 -0.104 -1.734 0.010 0.127 -0.003 0.37
H -4.655 -0.168 0.539 0.057 0.031 -0.018 0.42
H -2.988 0.328 0.174 -0.083 -0.072 0.050 0.19
H -4.194 -2.268 -0.881 0.012 0.046 0.065 0.36
C -3.316 -2.355 1.083 -0.340 -0.370 -0.451 -0.83
O -2.434 -1.645 1.902 0.433 0.318 0.244 -0.76
H -1.540 -1.771 1.547 -0.110 -0.001 0.075 0.34
H -4.293 -2.313 1.574 0.056 -0.044 -0.140 0.87
C -2.946 -3.845 0.940 0.331 0.243 -0.131 -0.02
O -4.140 -4.580 0.963 -0.333 -0.206 0.025 -0.60
H -3.922 -5.518 0.890 0.030 0.019 -0.029 0.44
H -2.310 -4.115 1.797 -0.032 0.099 -0.108 0.08
H -0.824 -3.055 -1.713 0.022 0.044 0.224 0.66
H -2.901 -4.303 -1.165 0.025 0.104 0.103 0.55
H -1.586 -6.004 -2.161 0.008 -0.069 -0.067 0.36
H -0.003 -5.255 -1.842 -0.016 -0.022 -0.043 0.25
H -0.391 -6.850 -1.171 0.040 -0.049 -0.143 0.38
```
Positions in Å, forces in eV/Å.

charge: +1
SMILES: CN[C@@H]1[C@H](O[C@H]2[C@H](O[C@H]3[C@@H](O)[C@H](O)[C@H](NC(N)=[NH2+])[C@H]([O-])[C@@H]3NC(N)=[NH2+])O[C@@H](C)[C@@]2(O)CO)O[C@H](CO)[C@H](O)[C@H]1O
ΔE to the lowest compared entry with this formula, charge and spin: 0.126 eV

***

C4H8OS in the gas phase in a non-equilibrium geometry. Source: OMol25; level of theory: ωB97M-V/def2-TZVPD.

Structure (XYZ):
```
14
Properties=species:S:1:pos:R:3:forces:R:3:mulliken_charge:R:1
C -1.035 -0.877 -0.462 0.882 4.650 0.538 -1.00
C 0.309 -0.173 -0.109 0.858 -0.735 0.101 0.79
C 1.219 -0.802 0.974 -2.461 -1.173 -2.079 -0.77
C 1.447 -1.010 -0.655 0.912 0.796 1.955 -0.57
H -2.190 0.429 0.347 -0.203 4.412 -0.276 0.32
H -0.792 -1.865 -0.442 -0.432 -3.044 0.567 0.46
H -1.066 -0.561 -1.521 -1.079 -0.238 0.158 0.39
H -0.410 2.061 -1.195 0.988 -1.182 1.423 0.13
H 1.888 -0.236 1.643 -0.216 -0.238 -0.990 0.33
H 0.555 -1.526 1.464 0.905 -0.041 0.150 0.24
H 0.961 -1.918 -1.225 2.156 1.534 1.211 0.19
H 2.513 -0.505 -0.777 -2.642 -1.349 -0.812 0.26
O -2.106 -0.461 0.392 0.963 -5.530 -0.764 -0.47
S 0.235 1.561 0.005 -0.631 2.138 -1.180 -0.31
```
Positions in Å, forces in eV/Å.

SMILES: OCC1(S)CC1
ΔE to the lowest compared entry with this formula, charge and spin: 2.936 eV

***

2 unconnected molecules or ions with the total composition C23H46N4O7P3 in a non-equilibrium geometry. Source: OMol25; level of theory: ωB97M-V/def2-TZVPD.

Structure (XYZ):
```
83
Properties=species:S:1:pos:R:3:forces:R:3:mulliken_charge:R:1
C -4.095 6.636 1.052 0.705 -1.208 0.334 0.10
C -3.674 5.543 1.352 -0.550 1.019 -0.223 -0.64
C -3.270 4.186 1.722 0.035 0.221 -0.134 -0.94
C -3.610 3.154 0.622 0.013 0.071 0.083 -0.46
C -2.392 2.717 -0.205 0.218 0.366 0.028 -1.83
C -2.397 1.268 -0.697 -0.709 -0.218 0.089 1.79
C -3.562 1.057 -1.668 0.215 0.214 -0.071 -1.53
P -3.704 2.045 -3.187 -0.393 -0.066 -0.172 0.89
O -4.531 1.345 -4.170 0.112 -0.051 0.007 -0.71
O -4.213 3.489 -2.783 0.128 0.028 0.032 -0.58
O -2.230 2.350 -3.737 0.103 -0.172 0.087 -0.45
C -2.480 0.270 0.497 0.434 0.181 -0.059 -1.10
N -1.058 0.085 0.835 -0.208 -0.198 -0.347 0.93
C -0.539 -1.080 1.567 0.104 -0.063 0.202 -0.06
C -1.359 -2.346 1.385 -0.285 0.109 0.114 -0.93
C -0.692 -3.502 2.136 0.010 -0.223 -0.010 0.41
C -0.776 -3.365 3.666 0.044 -0.334 -0.191 -1.54
C 0.749 -3.694 1.646 -0.188 -0.224 0.163 -1.54
C -0.328 0.777 -0.057 0.088 0.474 0.090 -3.05
N 0.835 1.330 0.173 0.432 -0.710 -0.054 1.63
P 1.533 1.076 1.838 -0.172 0.104 0.135 0.09
C 2.603 2.540 2.011 0.025 0.203 -0.248 -1.26
C 2.754 -0.250 1.499 -0.077 -0.121 0.293 -0.80
P 1.768 2.457 -0.919 -0.305 0.233 -0.240 -0.11
N 1.332 2.132 -2.491 -0.203 -0.168 0.193 -0.43
O 3.091 1.502 -0.842 0.055 0.067 -0.115 -0.48
N -1.059 0.948 -1.272 0.021 0.355 -0.073 1.61
C -1.005 -0.401 -1.921 0.136 -0.080 -0.192 0.15
C -0.658 -0.476 -3.422 -0.544 -0.074 0.116 -1.36
C 0.335 -1.617 -3.699 0.047 0.044 -0.297 -1.35
C 1.577 -1.478 -2.859 -0.228 0.004 -0.545 0.56
O 1.780 -2.057 -1.840 0.110 -0.224 0.758 -0.41
O 2.459 -0.549 -3.294 0.337 0.098 -0.126 -0.49
H -4.379 7.627 0.815 -0.156 0.191 -0.088 0.44
H -2.198 4.192 1.928 0.045 -0.097 0.034 0.25
H -3.761 3.924 2.658 -0.070 -0.031 0.041 0.41
H -4.360 3.628 -0.013 -0.129 -0.114 0.011 0.36
H -4.113 2.309 1.087 0.037 -0.113 -0.015 0.51
H -2.298 3.378 -1.069 0.185 -0.041 -0.066 0.84
H -1.489 2.905 0.382 0.018 -0.142 0.092 0.39
H -3.621 0.035 -2.035 -0.044 -0.129 0.021 0.42
H -4.504 1.229 -1.143 -0.017 -0.068 0.113 0.62
H -4.330 3.662 -1.844 -0.078 0.081 0.016 0.35
H -2.125 1.810 -4.533 0.072 0.164 -0.150 0.31
H -2.982 -0.648 0.200 0.054 -0.141 0.181 0.61
H -2.953 0.710 1.369 -0.333 -0.131 -0.020 0.14
H -0.416 -0.856 2.623 -0.131 0.119 0.050 0.58
H 0.460 -1.276 1.175 -0.058 0.056 -0.001 -0.49
H -1.447 -2.601 0.325 0.123 0.011 -0.055 0.17
H -2.381 -2.208 1.749 0.021 0.037 0.121 0.52
H -1.253 -4.403 1.885 -0.007 -0.003 -0.172 0.61
H -1.656 -3.879 4.046 -0.150 0.165 0.045 0.37
H 0.080 -3.859 4.123 0.069 0.077 0.083 0.39
H -0.800 -2.332 4.005 0.052 0.049 0.083 0.35
H 1.063 -4.728 1.777 0.021 -0.028 0.099 0.38
H 1.444 -3.084 2.224 0.111 0.095 -0.150 0.52
H 0.830 -3.473 0.580 0.124 0.088 -0.036 0.22
H 2.808 2.641 3.075 0.066 -0.046 0.071 0.43
H 3.534 2.469 1.455 0.060 -0.008 0.069 0.39
H 2.080 3.441 1.693 -0.077 0.072 0.139 0.40
H 3.771 0.133 1.504 0.036 0.028 -0.098 0.52
H 2.559 -0.752 0.552 0.027 0.053 -0.041 0.01
H 2.657 -0.981 2.303 0.111 -0.084 -0.035 0.44
H 0.400 2.435 -2.754 0.060 0.201 -0.054 0.36
H 1.489 1.166 -2.752 0.058 0.029 -0.076 0.21
H 3.782 1.850 -1.418 0.171 -0.030 0.013 0.34
H -1.952 -0.912 -1.782 -0.069 -0.106 0.138 0.41
H -0.279 -1.008 -1.378 0.032 0.018 0.015 -0.14
H -1.576 -0.726 -3.959 0.019 0.081 -0.130 0.39
H -0.341 0.478 -3.834 0.297 0.066 0.169 0.53
H -0.129 -2.576 -3.484 0.029 -0.049 0.137 0.35
H 0.615 -1.626 -4.754 -0.105 0.004 -0.067 0.53
H 2.281 -0.309 -4.212 0.008 0.007 -0.066 0.36
C 6.366 -3.428 2.081 -0.075 0.023 0.166 -1.34
C 4.877 -3.235 1.940 0.052 -0.042 -0.060 0.85
O 4.181 -2.925 2.881 -0.010 0.050 0.036 -0.53
C 4.282 -3.433 0.568 -0.119 0.117 0.136 -0.47
H 6.664 -3.253 3.111 0.003 -0.003 0.001 0.35
H 6.640 -4.444 1.791 0.021 0.017 -0.069 0.35
H 6.896 -2.735 1.425 0.009 -0.049 -0.060 0.32
H 4.470 -4.444 0.204 0.069 0.025 -0.031 0.52
H 4.720 -2.724 -0.137 0.065 -0.071 -0.053 0.31
H 3.212 -3.257 0.628 -0.012 -0.055 -0.115 -0.28
```
Positions in Å, forces in eV/Å.

charge: +1
DFT total energy: -72753.2915 eV